1.
Formula: C46H24Cl4HfN4O4
Source: OMol25
Level of theory: wB97M-V/def2-TZVPD

Positions of all 83 atoms, in Å:
Hf  0.14  0.24  -0.12
Cl  6.83  -0.60  6.58
C  5.62  -0.39  5.36
C  5.19  -1.48  4.63
C  4.21  -1.30  3.66
C  3.66  -0.05  3.43
C  4.10  1.03  4.17
C  5.08  0.87  5.14
C  2.58  0.09  2.41
C  1.26  0.02  2.92
C  0.93  -0.12  4.29
C  -0.44  -0.15  4.37
C  -0.94  -0.01  3.06
C  -2.38  0.14  2.79
C  -3.38  -0.03  3.87
C  -3.86  1.07  4.57
C  -4.88  0.92  5.49
C  -5.43  -0.34  5.69
Cl  -6.73  -0.53  6.80
C  -4.96  -1.45  4.99
C  -3.93  -1.29  4.08
C  -2.76  0.45  1.55
N  -1.74  0.37  0.61
C  -2.57  0.17  -1.35
C  -2.25  0.07  -2.77
C  -3.37  0.02  -3.74
C  -4.06  -1.18  -3.93
C  -5.13  -1.24  -4.80
C  -5.52  -0.10  -5.48
Cl  -6.87  -0.17  -6.56
C  -4.86  1.10  -5.29
C  -3.78  1.16  -4.43
C  -0.93  -0.01  -3.11
C  -0.41  -0.18  -4.45
C  0.94  -0.20  -4.37
C  1.29  -0.02  -2.98
N  0.16  0.07  -2.24
C  2.59  0.09  -2.49
C  2.98  0.20  -1.14
C  4.34  0.29  -0.71
C  4.34  0.28  0.65
C  2.98  0.19  1.09
N  2.16  0.17  -0.04
C  3.70  0.07  -3.49
C  4.06  1.23  -4.17
C  5.10  1.21  -5.08
C  5.78  0.02  -5.32
Cl  7.08  -0.01  -6.46
C  5.44  -1.14  -4.64
C  4.40  -1.10  -3.73
C  -3.85  -0.17  -0.55
C  -3.85  0.93  0.60
N  0.11  0.09  2.17
H  5.61  -2.45  4.81
H  3.87  -2.15  3.09
H  3.68  2.01  4.00
H  5.43  1.72  5.71
H  1.63  -0.18  5.10
H  -1.06  -0.23  5.24
H  -3.43  2.04  4.38
H  -5.26  1.77  6.03
H  -5.41  -2.42  5.16
H  -3.57  -2.13  3.51
H  -3.75  -2.06  -3.39
H  -5.65  -2.17  -4.96
H  -5.18  1.98  -5.82
H  -3.26  2.09  -4.28
H  -1.03  -0.29  -5.32
H  1.64  -0.32  -5.17
H  5.19  0.36  -1.36
H  5.19  0.33  1.31
H  3.53  2.15  -3.98
H  5.38  2.11  -5.61
H  5.97  -2.05  -4.83
H  4.13  -2.00  -3.19
H  -4.81  -0.34  -1.04
H  -4.82  1.24  0.98
O  -3.18  2.04  -0.01
C  -2.03  1.36  -0.45
O  -0.90  1.98  -0.71
C  -1.98  -0.83  -0.30
O  -3.25  -1.37  -0.02
O  -0.87  -1.52  -0.38

E_HOMO   -6.763 eV
Electronic energy   -4176.1805 Eh

Atomic partial charges in e from the Mulliken method, atoms 1 to 8: atom 1 (Hf): 0.3558, atom 2 (Cl): -0.2147, atom 3 (C): 0.4352, atom 4 (C): -0.9743, atom 5 (C): 0.3177, atom 6 (C): -0.6578, atom 7 (C): 0.2500, atom 8 (C): -0.9559

2.
Formula: C19H13NO5
Source: OMol25
Level of theory: wB97M-V/def2-TZVPD

Positions of all 38 atoms, in Å:
O  3.04  2.38  -0.56
C  2.75  2.06  0.60
O  3.61  2.18  1.65
C  1.27  1.78  0.88
O  0.73  2.65  1.61
N  0.48  0.73  0.29
C  1.13  -0.27  -0.46
C  0.73  -0.37  -1.86
C  1.54  -1.11  -2.65
C  2.76  -1.65  -2.23
C  3.07  -1.73  -0.89
C  2.23  -1.03  0.07
C  2.53  -1.08  1.48
O  1.65  -1.00  2.36
O  3.90  -1.09  1.73
C  -0.96  0.97  0.15
C  -1.47  2.30  -0.17
C  -2.81  2.49  -0.24
C  -3.82  1.50  -0.25
C  -3.37  0.18  0.01
C  -4.31  -0.90  0.21
C  -3.84  -2.14  0.42
C  -2.43  -2.37  0.73
C  -1.58  -1.33  0.65
C  -1.98  -0.05  0.26
H  4.16  2.90  1.35
H  -0.23  0.19  -2.13
H  1.12  -1.11  -3.68
H  3.33  -2.16  -3.01
H  3.99  -2.19  -0.71
H  3.94  -0.98  2.73
H  -0.83  3.13  -0.23
H  -3.00  3.57  -0.26
H  -4.76  1.96  -0.38
H  -5.35  -0.65  0.39
H  -4.67  -2.88  0.50
H  -2.06  -3.34  0.88
H  -0.50  -1.53  0.75

E_HOMO   -8.022 eV
Electronic energy   -1162.7473 Eh
Relative energy (zero: lowest compared OMol25 entry of this formula, charge and spin)   2.053 eV

Atomic partial charges in e from the Mulliken method, atoms 1 to 8: atom 1 (O): -0.5323, atom 2 (C): 0.1781, atom 3 (O): -0.3918, atom 4 (C): 0.6866, atom 5 (O): -0.5984, atom 6 (N): 0.8906, atom 7 (C): 0.2728, atom 8 (C): -0.5173

3.
Formula: CH2ClN3S
Source: OMol25
Level of theory: wB97M-V/def2-TZVPD

Positions of all 8 atoms, in Å:
H  -1.43  1.55  0.46
N  -0.97  1.89  -0.40
N  0.13  1.47  -0.69
N  0.77  0.57  0.05
C  1.81  -0.06  0.07
S  3.00  -1.00  0.37
Cl  -2.13  -2.60  -0.11
H  -1.18  -1.84  0.25

E_HOMO   -9.615 eV
Electronic energy   -1061.8539 Eh
Relative energy (zero: lowest compared OMol25 entry of this formula, charge and spin)   0.022 eV

Need the Mulliken charges? In units of e they are: atom 1 (H): 0.2414, atom 2 (N): -0.3891, atom 3 (N): -0.0527, atom 4 (N): 0.0321, atom 5 (C): 0.4709, atom 6 (S): -0.2947, atom 7 (Cl): -0.2320, atom 8 (H): 0.2241

4.
Formula: C15H40B3N5O11P2
Source: OMol25
Level of theory: wB97M-V/def2-TZVPD

Positions of all 76 atoms, in Å:
O  -4.89  -1.60  -1.60
P  -3.65  -2.38  -1.80
B  -2.37  -2.16  -0.35
O  -2.07  -3.19  0.49
B  -0.72  -3.44  0.46
O  0.17  -2.46  0.08
B  -0.35  -1.27  -0.37
P  0.69  -0.09  -1.46
O  -0.17  1.27  -1.51
O  2.05  0.32  -0.62
O  -1.69  -0.99  -0.16
H  -3.00  -2.12  -3.02
H  -3.94  -3.76  -1.86
H  -0.31  -4.51  0.75
H  -0.93  1.23  -0.89
H  2.02  -0.04  0.28
C  7.68  1.36  -0.85
C  6.37  0.66  -0.58
O  6.27  -0.24  0.23
N  5.29  1.08  -1.29
C  5.22  2.14  -2.29
H  8.44  0.92  -0.21
H  7.98  1.24  -1.89
H  7.61  2.42  -0.62
H  4.44  0.58  -1.07
H  4.50  2.90  -1.97
H  4.87  1.72  -3.24
H  6.18  2.61  -2.45
C  -6.22  -4.78  2.97
C  -6.01  -4.87  1.48
O  -5.86  -5.95  0.92
N  -5.99  -3.71  0.77
C  -6.15  -2.36  1.27
H  -6.21  -5.78  3.39
H  -5.43  -4.20  3.44
H  -7.18  -4.31  3.20
H  -5.84  -3.85  -0.21
H  -7.00  -1.88  0.79
H  -5.27  -1.76  1.04
H  -6.30  -2.36  2.34
C  -2.51  4.52  -1.00
C  -2.22  3.75  0.26
O  -1.64  2.67  0.24
N  -2.62  4.29  1.43
C  -3.30  5.55  1.66
H  -2.13  3.95  -1.84
H  -3.58  4.66  -1.13
H  -2.02  5.49  -0.98
H  -2.39  3.72  2.24
H  -2.69  6.19  2.31
H  -4.25  5.37  2.16
H  -3.48  6.06  0.73
C  5.51  -1.47  -6.55
C  5.85  -0.61  -5.36
O  6.41  0.48  -5.48
N  5.52  -1.08  -4.13
C  4.86  -2.32  -3.78
H  5.83  -0.95  -7.45
H  6.01  -2.43  -6.49
H  4.43  -1.63  -6.61
H  5.78  -0.45  -3.38
H  3.93  -2.12  -3.25
H  5.50  -2.91  -3.13
H  4.64  -2.90  -4.67
C  -2.32  1.20  6.02
C  -1.89  2.11  4.90
O  -2.56  3.07  4.55
N  -0.71  1.83  4.28
C  0.21  0.75  4.56
H  -3.27  1.56  6.41
H  -2.45  0.18  5.66
H  -1.59  1.21  6.83
H  -0.48  2.47  3.54
H  1.19  1.14  4.83
H  0.33  0.12  3.67
H  -0.15  0.13  5.38

E_HOMO   -8.761 eV
Electronic energy   -2454.5863 Eh

Atomic partial charges in e from the Mulliken method, atoms 1 to 8: atom 1 (O): -0.6130, atom 2 (P): 0.2434, atom 3 (B): 0.5612, atom 4 (O): -0.4293, atom 5 (B): 0.4001, atom 6 (O): -0.4287, atom 7 (B): 0.3881, atom 8 (P): 0.0454

5.
Formula: C14H16O
Source: OMol25
Level of theory: wB97M-V/def2-TZVPD

Positions of all 31 atoms, in Å:
C  -0.14  1.50  -3.89
C  -0.92  2.78  0.03
C  -1.72  3.31  -1.02
C  0.02  1.71  -0.12
C  -1.54  2.79  -2.25
C  0.41  1.54  -1.41
C  -0.40  1.96  -2.50
O  -1.19  3.27  1.23
H  -2.45  4.07  -0.81
H  -0.94  2.69  1.98
H  0.50  1.31  0.76
H  -2.13  3.07  -3.11
H  1.23  0.90  -1.66
H  -1.08  1.14  -4.27
H  0.48  0.60  -3.94
H  0.32  2.26  -4.51
C  1.44  -0.61  2.36
C  0.59  -3.29  -0.12
C  0.12  -4.31  0.69
C  1.17  -2.18  0.46
C  1.14  -1.97  1.85
C  0.13  -4.17  2.06
C  0.71  -3.04  2.63
H  0.52  -3.36  -1.20
H  -0.41  -5.17  0.28
H  1.57  -1.41  -0.19
H  -0.24  -4.92  2.75
H  2.51  -0.55  2.53
H  0.95  -0.13  3.21
H  0.57  -2.78  3.68
H  1.38  0.17  1.60

Charge   +1
E_HOMO (spin up / spin down)   -11.434 / -11.433 eV
Spin multiplicity   2
Electronic energy   -617.9863 Eh
Relative energy (zero: lowest compared OMol25 entry of this formula, charge and spin)   1.347 eV
⟨S²⟩   0.77

Atomic partial charges in e from the Mulliken method, atoms 1 to 8: atom 1 (C): -1.3600, atom 2 (C): 0.6591, atom 3 (C): -0.5606, atom 4 (C): 0.2902, atom 5 (C): -0.5307, atom 6 (C): -0.6624, atom 7 (C): 0.7813, atom 8 (O): -0.4149